No. 1
Computed, not measured: one molecule with the formula C3H4F2IN, with ωB97M-V/def2-TZVPD.

Output
**Kohn-Sham gap (alpha / beta)**: 9.2 / 7.0 eV
**Lowest unoccupied orbital energy (alpha / beta)**: 0.021 / -0.128 Ha
**Multiplicity**: 3
**HOMO level (alpha / beta)**: -8.7 / -10.5 eV

Each line ends with the Mulliken charge.
CARTESIAN COORDINATES (ANGSTROEM)
1 C 0.712 -0.435 -0.086  0.9742
2 C -0.453 -1.367 -0.107  -1.4540
3 C 0.384 0.933 0.278  -0.0554
4 N 1.902 -0.813 -0.331  -0.6505
5 F -2.778 3.047 -0.246  -0.4262
6 F 1.440 1.792 0.373  -0.2347
7 I -1.300 1.797 0.856  0.5440
8 H -1.208 -1.135 -0.976  0.3006
9 H -0.257 -2.347 -0.315  0.3966
10 H -1.012 -1.337 0.770  0.3745
11 H 2.572 -0.137 -0.216  0.2308



No. 2
Computed, not measured: a 4-piece molecular cluster, C10H19O12 overall, with ωB97M-V/def2-TZVPD.

Output
**Kohn-Sham gap**: 5.0 eV
**Lowest unoccupied orbital energy**: 0.080 Ha
**Total charge**: -1
**HOMO level**: -2.9 eV

Each line ends with the Mulliken charge.
CARTESIAN COORDINATES (ANGSTROEM)
1 O -8.688 7.159 10.057  -0.4263
2 C -9.262 6.258 9.341  0.6209
3 O -9.691 5.260 9.931  -0.7671
4 O -9.358 6.263 8.111  -0.7320
5 H -8.680 7.945 9.505  0.3050
6 C -11.514 9.201 15.155  -0.6214
7 O -11.018 9.455 16.382  -0.2886
8 C -10.184 8.596 16.997  0.7644
9 O -9.789 7.576 16.393  -0.5679
10 O -9.838 9.008 18.262  -0.2941
11 C -8.816 8.358 19.008  -0.6891
12 H -10.690 9.120 14.446  0.3041
13 H -12.318 9.902 14.929  0.2071
14 H -11.934 8.197 15.100  0.3024
15 H -8.575 8.895 19.926  0.2678
16 H -7.951 7.924 18.506  0.3131
17 H -9.368 7.527 19.445  0.3024
18 C -14.210 15.564 13.446  -0.5791
19 O -14.154 15.331 12.044  -0.3158
20 C -12.958 14.832 11.558  0.7623
21 O -11.956 14.769 12.272  -0.5528
22 O -13.109 14.359 10.299  -0.2987
23 C -12.051 13.631 9.578  -0.5936
24 H -13.461 16.344 13.586  0.2822
25 H -14.055 14.631 13.988  0.2663
26 H -15.177 15.999 13.701  0.2149
27 H -12.270 13.391 8.537  0.2415
28 H -11.758 12.681 10.025  0.2934
29 H -11.175 14.279 9.599  0.2794
30 C -3.389 11.421 8.284  -0.6713
31 O -3.826 11.542 6.897  -0.2999
32 C -5.102 11.356 6.616  0.7882
33 O -6.013 11.270 7.487  -0.5831
34 O -5.303 11.528 5.264  -0.3026
35 C -6.565 11.356 4.674  -0.6072
36 H -3.289 10.398 8.646  0.3151
37 H -3.981 11.985 9.005  0.2993
38 H -2.336 11.698 8.347  0.2603
39 H -6.897 10.319 4.724  0.3010
40 H -6.454 11.679 3.639  0.2013
41 H -7.242 12.021 5.212  0.2984



No. 3
Computed, not measured: one molecule with the formula CH2BrNOS, with ωB97M-V/def2-TZVPD.

Output
**Kohn-Sham gap**: 10.7 eV
**Lowest unoccupied orbital energy**: 0.013 Ha
**HOMO level**: -10.3 eV
**SMILES**: O=C(Br)NS

Each line ends with the Mulliken charge.
CARTESIAN COORDINATES (ANGSTROEM)
1 C -0.550 -0.329 0.731  0.6687
2 N -0.136 0.445 -0.336  -0.3274
3 O -0.737 -1.484 0.877  -0.4043
4 S 0.465 -0.237 -1.811  -0.1394
5 Br -0.922 0.983 2.167  -0.2481
6 H 0.147 1.428 -0.122  0.2886
7 H 1.733 -0.807 -1.507  0.1619



In order of appearance, max |F| = 4.05 6.80 1.67 eV Å⁻¹.
In order of appearance, electronic energy = -668.71043 -1295.31127 -3141.49512 Eh.
In order of appearance, energy relative to the best compared isomer or geometry (same formula, charge and spin) = 34.9 56.8 1.5 kcal/mol.